Density functional theory data (wB97M-V/def2-TZVPD) for an isolated ion of composition C3H8N3S2 and charge +1 in a non-equilibrium geometry.

Each line ends with the Mulliken charge.
CARTESIAN COORDINATES (ANGSTROEM)
S (1.038500, 1.472951, -2.052803)  -0.13
S (1.765282, 1.052105, 0.849109)  -0.16
C (-1.690016, 0.106291, 1.206676)  0.50
H (1.327868, -1.302840, -1.613697)  0.36
H (2.716014, 1.961803, 0.395914)  0.16
H (2.304682, 1.184320, -2.416278)  0.16
N (-2.135538, 0.493776, 2.321981)  -0.34
N (0.931858, 0.546425, -0.586712)  -0.10
H (-3.027640, 0.977841, 2.413329)  0.28
C (0.779724, -0.865482, -0.728899)  -0.63
N (-1.367260, -0.617725, 0.304667)  -0.01
H (1.374309, -1.422963, 0.047160)  0.43
H (-0.928902, -0.806022, -1.827191)  0.34
H (-1.600975, 0.499557, 3.206782)  0.29
C (-0.671101, -1.127211, -0.782117)  -0.48
H (-0.816805, -2.152823, -0.737927)  0.32

Forces on atoms 1 to 6 (eV/Å):
-0.2 -0.3 1.0
0.5 0.8 -0.1
1.9 -4.5 -4.5
-1.0 0.6 0.3
-0.8 -0.9 0.0
0.1 -0.1 0.0

The calculation puts the relative energy (zero: lowest compared OMol25 entry of this formula, charge and spin) at 76.9 kcal/mol. The gap between HOMO and LUMO is 7.88 eV. As for the structure (SMILES): [NH2+]=C=NCCN(S)S. Its total charge is +1.

Density functional theory data (wB97M-V/def2-TZVPD) for C20H28MoNO2S as an isolated structure in a non-equilibrium geometry.

Each line ends with the Mulliken charge.
CARTESIAN COORDINATES (ANGSTROEM)
C (-2.166308, -0.345699, 1.850987)  -0.64
H (-1.435439, 1.966804, 0.235289)  0.07
H (1.306764, 1.595137, -3.258362)  -0.05
H (1.861859, -1.882904, -5.035035)  0.38
H (-1.040396, -2.505554, -3.992324)  0.36
H (-2.160634, -0.476547, 0.764295)  0.58
H (-0.459984, 1.943486, -3.381497)  0.31
H (-1.900008, -1.027542, -4.457057)  0.36
H (-2.291319, 1.382795, 4.748107)  0.54
C (0.371634, 0.868190, -0.359147)  0.19
C (2.056640, -1.311597, 3.071310)  -1.14
H (1.415859, -2.433146, -3.390568)  0.34
N (0.285144, 0.262631, 4.571655)  -0.70
H (2.264659, 3.040342, -0.296511)  0.40
H (2.330793, -0.923765, -3.594449)  0.34
C (-2.424918, -1.406338, 2.818116)  -0.99
C (1.544220, -1.554777, -4.033270)  -1.61
C (0.135404, 3.183964, -0.737990)  -0.64
C (0.520573, 0.856019, 5.596032)  0.56
C (1.721922, -1.306538, 1.685076)  0.65
H (-0.303656, -3.724634, 2.894440)  0.50
H (2.259393, -0.805545, 0.884686)  0.64
H (1.900100, 3.064678, -2.085546)  0.30
O (0.015213, -0.067871, -2.830348)  -0.14
Mo (-0.334061, -0.729302, 3.139370)  0.90
S (0.787675, 1.585140, 6.963480)  -0.28
H (2.869242, -0.760125, 3.532093)  0.48
C (-0.961508, -1.580764, -4.566934)  -1.68
H (0.108377, -2.408736, 0.549221)  0.61
C (0.326721, -2.841417, 2.749813)  -0.42
C (1.216587, -2.277014, 3.743503)  -0.46
H (0.202460, 3.605977, 0.282857)  0.28
C (0.600678, -2.174998, 1.494495)  -0.99
C (0.426962, 0.543232, -4.906019)  -0.78
H (-0.856641, -1.856922, -5.625245)  0.39
C (-0.720744, 1.924672, -0.596314)  -0.16
C (1.564447, 2.701297, -1.094350)  -0.69
H (-0.397881, 0.817665, -5.566888)  0.32
C (-2.284208, 0.643440, 3.949156)  -1.45
H (1.276927, -2.581675, 4.787120)  0.48
H (-2.662135, -2.455341, 2.583790)  0.53
C (-2.481635, -0.784479, 4.121493)  0.01
C (-2.165848, 0.916495, 2.562582)  0.67
H (-1.288197, 1.716326, -1.507281)  0.19
H (0.647518, 0.857047, 0.719590)  0.04
H (-2.779143, -1.268058, 5.056025)  0.48
C (0.327139, 1.187295, -3.532440)  -0.30
H (-2.205109, 1.909670, 2.094480)  0.53
H (1.420565, 0.652848, -5.356695)  0.31
H (-0.295458, 3.937215, -1.415230)  0.33
O (1.561620, 1.242702, -1.099469)  -0.44
C (0.240888, -0.770195, -4.102404)  1.34
H (0.047233, -0.143595, -0.627689)  0.14

Forces on atoms 1 to 6 (eV/Å):
-0.8 -0.3 0.4
0.3 0.1 -0.3
-0.5 -0.2 0.2
-0.1 0.1 0.3
-0.1 0.0 0.0
0.1 0.1 0.5

The calculation puts the relative energy (zero: lowest compared OMol25 entry of this formula, charge and spin) at 6.9 kcal/mol. The gap between HOMO and LUMO (alpha / beta) is 7.80 / 6.59 eV. As for the spin multiplicity: 3. Its total charge is +1.

Density functional theory data (wB97M-V/def2-TZVPD) for one molecule with the formula C4H8N2 in a non-equilibrium geometry.

Each line ends with the Mulliken charge.
CARTESIAN COORDINATES (ANGSTROEM)
N (-0.667496, 0.334519, -1.338922)  -0.21
C (1.701412, -1.326659, 0.844016)  -0.98
C (-1.718846, 0.458506, -0.394403)  -0.50
H (2.513633, -0.830466, 1.416453)  0.26
H (0.108566, 0.220373, 1.051376)  0.25
H (-0.107067, 1.898473, 0.010514)  0.16
H (2.270383, -1.690437, -0.029754)  0.32
H (1.416953, -2.314285, 1.534358)  0.20
C (-0.879720, 1.591821, -0.805333)  -0.03
H (-2.785119, 0.173187, -0.771513)  0.19
H (-1.597818, 0.031593, 0.539508)  0.21
C (0.627336, -0.529500, 0.364223)  0.27
H (-1.387495, 2.501137, -1.441030)  0.21
N (0.505278, -0.518262, -0.979493)  -0.34

Forces on atoms 1 to 6 (eV/Å):
1.0 -2.6 -2.2
2.6 -3.9 2.2
-3.4 -0.6 -1.7
-0.9 0.2 0.1
0.5 -1.4 -0.9
-1.4 -0.1 -1.5

The calculation puts the relative energy (zero: lowest compared OMol25 entry of this formula, charge and spin) at 103.3 kcal/mol. The gap between HOMO and LUMO is 9.91 eV. As for the structure (SMILES): C/C=N/N1CC1. Its total charge is 0.

Density functional theory data (wB97M-V/def2-TZVPD) for C26H43F16N3O11Si2 as an isolated structure in a non-equilibrium geometry.

Each line ends with the Mulliken charge.
CARTESIAN COORDINATES (ANGSTROEM)
H (-2.833751, 3.099538, -0.366484)  0.36
H (-0.526282, -2.087644, 1.543272)  0.36
H (-6.491640, -5.122298, -4.597022)  0.34
C (-0.547421, -0.069366, -1.299508)  0.35
O (6.002771, 1.400404, 0.143034)  -0.54
O (-5.421108, 3.631316, -1.077230)  -0.30
C (-6.707625, 4.374778, 0.789084)  0.85
F (4.795335, -0.833752, 3.171498)  -0.25
H (6.862744, -2.035198, -1.354513)  0.30
H (-1.732511, -3.781153, -2.576614)  0.35
H (-5.318729, -5.600692, -2.815086)  0.29
F (3.279768, -0.667868, 0.773491)  -0.37
H (-4.240776, -2.348310, -2.395411)  0.19
H (-8.291142, -3.548035, -6.351648)  0.24
O (3.026998, 0.146469, 5.756311)  -0.54
H (-1.245294, -0.483525, 1.500452)  0.35
C (-3.179415, 2.737987, -1.339589)  -0.84
H (-2.789953, -2.503694, -4.067528)  -0.53
C (-5.387889, 4.449790, 0.022778)  0.38
H (0.044854, -0.831954, 2.669047)  0.37
C (6.181728, -0.118222, -2.083216)  -0.22
F (-6.626845, 4.902306, 2.043319)  -0.24
C (-6.377299, -4.067501, -5.137860)  -0.13
C (4.369423, 7.420244, 6.011251)  -1.10
C (-7.692059, -3.343067, -5.364118)  -0.61
H (-2.344726, -4.151290, -4.867219)  0.23
C (5.207789, -0.032292, 7.339548)  0.11
C (3.957954, 6.049814, 5.505091)  -0.20
N (-2.338910, -4.600054, -2.268401)  -0.78
F (2.754304, -1.520563, 3.516263)  -0.24
H (6.549799, 0.904756, -2.225646)  0.32
C (4.471375, -0.740914, 8.461658)  -1.27
H (4.621359, -0.220961, 9.412069)  0.40
H (-4.560174, 3.274369, -2.894093)  0.33
O (5.034145, 5.112757, 5.656708)  -0.29
H (-3.572446, 1.728294, -1.182590)  0.27
F (2.726938, 1.288424, -0.016608)  -0.30
H (3.581598, 8.155087, 5.822929)  0.37
H (-5.762452, 0.614512, -5.651190)  -0.18
F (-7.708252, 5.051916, 0.155315)  -0.24
O (4.452326, 4.816073, 7.856243)  -0.52
H (3.397223, -0.790771, 8.259547)  0.31
H (7.601439, -0.663954, -0.538407)  0.32
F (4.435519, -2.672825, 4.287426)  -0.27
F (7.438085, 4.003529, 6.270372)  -0.25
H (3.734510, 6.107178, 4.435363)  0.32
C (-0.304027, -1.020949, 1.649885)  -1.38
H (-5.439572, -3.561947, -2.052652)  0.29
C (6.323076, 3.542125, 6.906812)  0.87
F (5.983603, 2.378313, 6.280925)  -0.23
C (7.255775, -1.025505, -1.511513)  -1.13
F (-1.121841, -1.868922, -2.796450)  -0.26
N (-4.328648, -5.666360, -3.185994)  -0.60
C (-0.864266, -0.531325, -2.721041)  0.94
O (-4.432419, 5.163897, 0.314957)  -0.52
F (-7.155422, 3.095624, 0.945415)  -0.24
C (5.047301, 0.686298, -0.149146)  -0.13
N (-4.422227, -3.343101, -2.129062)  -0.53
H (-5.934397, -1.263526, -4.161378)  -0.20
O (5.014082, -0.132176, -1.249153)  -0.25
H (-3.863581, -6.333595, -2.499699)  0.32
H (-1.896040, -5.428040, -2.769411)  0.33
C (-4.253462, 3.645270, -1.911293)  -0.43
C (-3.256322, -3.547878, -4.389634)  0.07
C (-3.260962, -3.697408, -8.350273)  -0.93
O (0.324839, -0.936793, -0.693082)  -0.38
C (3.940524, -0.594014, 5.402199)  0.31
H (3.050828, 5.689476, 6.004617)  0.31
O (-0.975873, 0.951839, -0.768649)  -0.58
O (-4.816232, -1.803807, -6.438215)  -0.33
H (0.959067, 0.481772, 0.711418)  0.31
C (5.177624, 4.553290, 6.900666)  0.34
O (5.097207, -0.774894, 6.116614)  -0.31
H (1.676312, -1.123480, 0.826219)  0.37
H (-2.808796, -4.446461, -9.128574)  0.33
C (-3.666486, -4.318960, -3.003127)  0.50
Si (-5.085732, -0.586773, -5.175760)  0.43
F (3.808345, 1.138814, 1.871396)  -0.22
F (-5.202748, -5.360567, -7.777760)  -0.35
H (4.574276, 7.399341, 7.085838)  0.31
H (-8.115561, -2.581009, -4.571820)  0.26
Si (-4.653643, -3.426877, -5.707804)  0.19
H (-2.403686, -3.076128, -7.850720)  0.24
H (5.875016, -0.489124, -3.066016)  0.33
C (3.977750, -1.400663, 4.105093)  0.98
H (-4.030164, -2.927539, -8.807340)  0.25
F (-1.951927, 0.093150, -3.254841)  -0.18
H (5.288995, 7.752090, 5.518433)  0.30
C (0.739984, -0.589942, 0.636053)  0.06
H (8.115073, -1.080767, -2.185813)  0.39
H (4.851151, 0.996121, 7.207556)  0.08
H (4.824435, -1.772343, 8.562189)  0.32
F (0.169376, -0.295324, -3.579716)  -0.29
C (3.727565, 0.611286, 0.617161)  1.43
F (6.721894, 3.195594, 8.163306)  -0.26
H (6.273523, 0.025700, 7.581176)  0.38
H (-3.885391, 4.668248, -2.053723)  0.32
H (-2.320117, 2.682726, -2.013890)  0.32
H (-3.269898, -5.316664, -6.737634)  0.24
C (-4.085597, -4.578407, -7.194575)  0.23
H (-3.823874, -0.283347, -4.454256)  -0.08

Forces on atoms 1 to 6 (eV/Å):
0.0 0.0 -0.2
0.1 0.1 0.1
0.3 1.2 -3.1
0.8 1.1 3.2
-2.6 -1.5 -0.2
-0.7 1.1 1.6

The gap between HOMO and LUMO is 6.25 eV. Its total charge is 0.

Density functional theory data (wB97M-V/def2-TZVPD) for C25H22N9O3V as an isolated structure.

Each line ends with the Mulliken charge.
CARTESIAN COORDINATES (ANGSTROEM)
H (-0.994974, -2.726668, 0.769627)  0.34
C (0.401209, -2.004542, -2.018992)  0.44
C (-3.864663, -1.536184, -0.010036)  0.71
C (5.295268, 0.472328, 2.315730)  -0.54
C (-4.130579, 0.677743, -0.648711)  -0.30
C (-1.257377, 1.450328, -2.891588)  -0.17
H (0.912684, -0.090043, 4.408274)  0.41
N (0.711977, 2.044488, -4.066341)  -0.54
H (-3.358494, -3.286119, 1.119844)  0.54
C (-0.138301, 0.232089, 2.550872)  0.65
H (2.473743, 1.760807, -3.046787)  0.44
O (-1.700218, -2.068986, 0.850435)  -0.47
C (-6.057308, -0.698217, -0.440017)  -0.34
H (-3.173300, 0.228980, 4.751270)  0.42
C (3.239262, 1.003446, 1.018202)  0.57
N (-1.119698, 0.039580, 4.701521)  -0.53
H (-2.708928, -3.250752, -0.537836)  0.30
C (1.395715, 1.679847, -2.990570)  -0.24
C (1.460504, 0.890569, -0.582103)  -0.18
N (-0.573297, 1.095465, -1.807873)  -0.11
C (-0.045455, 0.052588, 3.924017)  -0.36
H (3.456214, 1.514401, -1.057679)  0.64
N (-0.949486, -2.867182, -3.817084)  -0.54
C (-2.413570, 0.346337, 2.738515)  -0.16
C (-2.296339, 0.209279, 4.116793)  -0.51
H (7.272430, 3.282023, 0.702053)  0.38
C (-5.497689, 0.541122, -0.729012)  -1.03
C (1.010237, 0.386700, 1.639790)  0.04
C (0.769941, 1.206866, -1.845654)  0.74
H (-5.639219, -2.717601, 0.174760)  0.52
C (4.649715, 1.261108, 1.369830)  0.18
C (-0.607971, 1.942058, -4.016384)  -0.59
O (1.471983, -1.832777, -1.462885)  -0.63
O (-0.743633, -1.521317, -1.521355)  -0.14
V (-1.198406, -0.278993, -0.251492)  0.28
H (1.127975, -3.099564, -3.541424)  0.24
N (0.276162, -2.708147, -3.166337)  -0.10
N (7.311431, 1.723867, 2.040315)  -0.54
H (4.797595, -0.361094, 2.794623)  0.50
C (6.690874, 2.481406, 1.142891)  -0.46
H (2.605272, 0.664353, 3.046242)  0.66
C (6.625007, 0.739756, 2.609185)  -0.42
H (-1.169448, 2.250131, -4.889021)  0.43
H (4.915261, 2.958690, 0.050185)  0.47
C (5.368721, 2.288483, 0.768819)  -0.55
C (2.779487, 1.170129, -0.289510)  -0.38
C (-2.921500, -2.650793, 0.350148)  -0.71
H (-2.332402, 1.330918, -2.873034)  0.45
N (0.634246, 0.425597, 0.357119)  0.56
N (-1.338697, 0.356576, 1.957578)  -0.01
N (-3.324047, -0.342244, -0.302398)  0.62
H (-7.128128, -0.841841, -0.494500)  0.45
H (-0.894615, -2.481370, -4.752080)  0.24
H (-3.648898, 1.626551, -0.852508)  0.63
H (-3.381061, 0.452447, 2.265999)  0.45
H (7.158577, 0.133532, 3.331251)  0.38
C (-5.231531, -1.745866, -0.069662)  -0.96
H (-6.110615, 1.385449, -1.009258)  0.47
H (-1.172695, -3.852726, -3.890235)  0.25
C (2.311051, 0.656988, 2.006476)  -0.88

Forces on atoms 1 to 6 (eV/Å):
0.0 0.0 0.0
0.2 0.1 -0.1
0.0 0.0 0.0
0.0 0.0 0.0
0.0 0.0 0.0
0.0 0.0 0.0

The calculation puts the relative energy (zero: lowest compared OMol25 entry of this formula, charge and spin) at 0.0 kcal/mol. The gap between HOMO and LUMO (alpha / beta) is 7.26 / 7.00 eV. As for the spin multiplicity: 3. Its total charge is +2.

total charge of number 1 (C3H8N3S2)?
+1

Please write out number 1 again, unchanged.
Density functional theory data (wB97M-V/def2-TZVPD) for an isolated ion of composition C3H8N3S2 and charge +1 in a non-equilibrium geometry.

Each line ends with the Mulliken charge.
CARTESIAN COORDINATES (ANGSTROEM)
S (1.038500, 1.472951, -2.052803)  -0.13
S (1.765282, 1.052105, 0.849109)  -0.16
C (-1.690016, 0.106291, 1.206676)  0.50
H (1.327868, -1.302840, -1.613697)  0.36
H (2.716014, 1.961803, 0.395914)  0.16
H (2.304682, 1.184320, -2.416278)  0.16
N (-2.135538, 0.493776, 2.321981)  -0.34
N (0.931858, 0.546425, -0.586712)  -0.10
H (-3.027640, 0.977841, 2.413329)  0.28
C (0.779724, -0.865482, -0.728899)  -0.63
N (-1.367260, -0.617725, 0.304667)  -0.01
H (1.374309, -1.422963, 0.047160)  0.43
H (-0.928902, -0.806022, -1.827191)  0.34
H (-1.600975, 0.499557, 3.206782)  0.29
C (-0.671101, -1.127211, -0.782117)  -0.48
H (-0.816805, -2.152823, -0.737927)  0.32

Forces on atoms 1 to 6 (eV/Å):
-0.2 -0.3 1.0
0.5 0.8 -0.1
1.9 -4.5 -4.5
-1.0 0.6 0.3
-0.8 -0.9 0.0
0.1 -0.1 0.0

The calculation puts the relative energy (zero: lowest compared OMol25 entry of this formula, charge and spin) at 76.9 kcal/mol. The gap between HOMO and LUMO is 7.88 eV. As for the structure (SMILES): [NH2+]=C=NCCN(S)S. Its total charge is +1.